(1)
Molecular formula: C25H30N4O2S
Method: DFT, wB97M-V/def2-TZVPD

Output
* total charge: 0
* HOMO-LUMO gap: 0.31710 hartree

Element x y z (Å)
S (-5.082, -1.323, 1.247)
O (-4.657, 2.543, 0.612)
O (1.692, 2.748, -0.070)
N (5.142, 0.738, 0.830)
N (7.423, -0.746, -0.846)
N (-4.536, 0.840, -0.886)
N (-7.233, -1.612, -0.206)
C (-4.049, 1.868, -0.133)
C (-0.343, 1.281, 0.580)
C (6.862, -3.483, -0.444)
C (3.793, 2.822, 0.615)
C (-0.529, 3.047, -0.816)
C (7.595, -3.083, -1.559)
C (6.765, -1.045, 0.268)
C (-8.201, -3.649, 0.460)
C (2.486, 1.881, 0.817)
C (2.812, 0.547, -0.154)
C (0.283, 2.441, 0.059)
C (7.901, -1.554, -1.598)
C (-6.176, -0.911, -0.160)
C (6.497, -2.301, 0.533)
C (-6.036, 0.446, -0.515)
C (3.846, -0.109, 0.820)
C (-3.884, 0.055, -1.614)
C (4.806, 1.868, 1.720)
C (-5.988, -2.588, 1.395)
C (-6.582, 0.561, -1.936)
C (-2.022, 3.151, -0.843)
C (-7.024, -2.640, 0.533)
C (6.326, -0.146, 1.366)
C (-1.776, 1.093, 0.786)
C (-2.567, 2.191, -0.049)
H (-8.193, -4.094, -0.735)
H (2.203, 1.480, 1.739)
H (3.551, -0.662, 1.690)
H (4.459, 1.532, 2.685)
H (2.135, -0.150, -0.183)
H (4.123, -1.144, 0.127)
H (-7.677, 0.655, -1.670)
H (-9.076, -3.206, 0.860)
H (-6.358, -0.233, -2.749)
H (-3.875, -0.991, -1.651)
H (5.826, 2.564, 1.587)
H (8.321, -1.051, -2.347)
H (-8.050, -4.484, 1.153)
H (-6.412, 1.383, 0.020)
H (5.921, -2.823, 1.187)
H (-2.509, 3.838, -1.397)
H (4.226, 2.966, -0.144)
H (3.103, 0.889, -1.131)
H (0.219, 0.551, 1.369)
H (3.601, 3.370, 1.431)
H (-2.666, 0.117, -1.488)
H (-3.889, 0.336, -2.753)
H (-2.122, 0.145, 1.256)
H (6.149, -0.654, 2.431)
H (6.966, 0.683, 1.666)
H (6.677, -4.450, -0.069)
H (7.961, -3.588, -2.279)
H (-6.313, 1.526, -2.399)
H (0.052, 3.901, -1.185)
H (-5.893, -3.340, 2.166)

=====

(2)
Molecular formula: C25H31AsMoN2
Method: DFT, wB97M-V/def2-TZVPD

Output
* expectation value of S²: 2.06
* total charge: 0
* HOMO-LUMO gap (alpha / beta): 0.25334 / 0.26041 hartree
* 2S+1: 3

Element x y z (Å)
Mo (0.366, 0.912, 0.670)
As (1.787, 0.275, -1.376)
N (0.958, 2.921, 1.250)
N (1.026, 0.498, 2.784)
C (-0.405, -1.481, 3.364)
C (-3.471, 0.019, -0.226)
C (-1.076, 0.616, -0.306)
C (-1.893, -2.666, 1.868)
C (-1.327, -1.654, 4.388)
C (0.670, 4.165, 0.832)
C (-4.564, -0.991, -2.122)
C (0.880, -0.716, 3.602)
C (-4.602, -0.523, -0.815)
C (-2.269, 0.104, -0.940)
C (-3.381, -0.902, -2.843)
C (-2.526, -2.320, 4.158)
C (-0.696, -2.014, 2.111)
C (2.193, -2.569, -1.103)
C (1.653, -1.539, -2.087)
C (1.357, 1.436, -2.897)
C (0.290, 1.519, 3.149)
C (-2.247, -0.355, -2.262)
C (1.380, 0.785, -4.274)
C (-0.187, 4.820, 1.723)
C (0.257, 2.752, 2.443)
C (-2.815, -2.818, 2.898)
C (-0.476, 3.917, 2.738)
C (4.538, 0.261, -2.446)
C (3.721, 0.503, -1.185)
H (-3.505, 0.369, 0.798)
H (0.026, -1.911, 1.306)
H (0.594, -1.714, -2.286)
H (1.126, 1.515, -5.044)
H (4.259, 0.947, -3.247)
H (4.033, -0.162, -0.377)
H (0.368, 1.832, -2.670)
H (1.682, -2.508, -0.141)
H (-2.112, -3.046, 0.878)
H (-3.340, -1.254, -3.866)
H (3.260, -2.431, -0.919)
H (-0.373, 1.442, 4.016)
H (-1.331, -0.278, -2.837)
H (-3.754, -3.324, 2.713)
H (0.927, -0.434, 4.658)
H (0.652, -0.025, -4.344)
H (-3.238, -2.440, 4.965)
H (-5.450, -1.416, -2.575)
H (3.855, 1.520, -0.811)
H (1.076, 4.537, -0.097)
H (1.743, -1.353, 3.403)
H (2.054, -3.580, -1.488)
H (-1.115, -1.254, 5.373)
H (-5.521, -0.584, -0.244)
H (2.181, -1.590, -3.039)
H (2.058, 2.272, -2.842)
H (-0.555, 5.829, 1.625)
H (4.411, -0.757, -2.821)
H (2.358, 0.371, -4.523)
H (5.603, 0.404, -2.253)
H (-1.111, 4.067, 3.597)

=====

(3)
Molecular formula: C25H31AuN5S3
Method: DFT, wB97M-V/def2-TZVPD

Output
* total charge: +1
* HOMO-LUMO gap (alpha / beta): 0.15152 / 0.15035 hartree

Element x y z (Å)
Au (-1.156, -0.067, 0.311)
S (-2.685, -1.825, 1.012)
S (-1.465, -0.452, -2.002)
S (-2.695, -2.957, 3.828)
N (-3.312, -2.359, -2.127)
N (-1.427, 0.334, 2.383)
N (-1.350, 2.472, 0.695)
N (-1.757, -0.668, 3.273)
N (1.099, -0.008, 0.167)
C (-3.506, -4.202, 2.817)
C (-1.119, 2.668, 1.994)
C (1.316, 2.427, -2.561)
C (-3.052, -4.686, -2.021)
C (3.554, 1.987, -1.794)
C (-0.762, 3.899, 2.527)
C (0.358, 3.136, -3.472)
C (-1.336, 1.514, 2.863)
C (0.843, 1.566, -1.584)
C (-1.995, -2.111, -1.983)
C (2.683, 2.626, -2.669)
C (5.037, 2.217, -1.885)
C (-1.677, -4.485, -1.870)
C (-3.858, -3.584, -2.150)
C (-2.307, -1.681, 2.695)
C (-0.648, 4.977, 1.664)
C (-1.153, -3.213, -1.851)
C (1.680, 0.856, -0.704)
C (3.062, 1.124, -0.829)
C (3.251, -1.201, 0.870)
C (1.750, -0.954, 1.077)
C (1.545, -0.471, 2.521)
C (1.072, -2.316, 0.894)
C (-1.253, 3.511, -0.118)
C (-0.911, 4.784, 0.320)
H (5.276, 2.975, -2.627)
H (5.558, 1.301, -2.164)
H (-0.862, 5.601, -0.382)
H (-4.930, -3.627, -2.267)
H (1.388, -2.987, 1.691)
H (-0.116, 3.977, -2.964)
H (0.868, 3.534, -4.348)
H (3.508, -2.078, 1.464)
H (-3.913, -1.542, -2.196)
H (3.074, 3.285, -3.430)
H (-0.585, 4.003, 3.585)
H (-0.097, -3.031, -1.731)
H (-1.487, 1.653, 3.928)
H (5.441, 2.543, -0.928)
H (-1.472, 3.326, -1.159)
H (-3.004, -4.313, 1.856)
H (-1.019, -5.335, -1.767)
H (3.774, 0.687, -0.158)
H (-0.368, 5.950, 2.039)
H (-3.483, -5.673, -2.039)
H (3.870, -0.387, 1.231)
H (-0.221, 1.403, -1.504)
H (-0.430, 2.468, -3.817)
H (2.259, -0.965, 3.177)
H (3.500, -1.419, -0.168)
H (1.709, 0.603, 2.590)
H (1.367, -2.756, -0.059)
H (-4.559, -3.970, 2.669)
H (-3.412, -5.132, 3.373)
H (0.553, -0.703, 2.889)
H (-0.014, -2.248, 0.926)

=====

(4)
Molecular formula: C25H31GdN6O10P2S
Method: DFT, wB97M-V/def2-TZVPD

Output
* expectation value of S²: 15.85
* total charge: -2
* HOMO-LUMO gap (alpha / beta): 0.21612 / 0.21697 hartree
* 2S+1: 8

Element x y z (Å)
Gd (0.291, -0.070, -0.037)
S (1.954, 1.499, -2.206)
P (0.301, -2.060, -2.355)
P (-0.653, -2.751, 0.973)
O (3.588, -2.830, 0.991)
O (-1.720, -0.889, -1.084)
O (2.557, 0.697, -1.148)
O (-6.257, -0.205, 0.133)
O (-4.520, 1.098, 2.116)
O (-4.517, -1.498, -1.882)
O (2.285, 2.903, -2.242)
O (-1.693, 0.513, 1.290)
O (1.768, -1.876, 0.115)
O (2.847, 1.563, 3.312)
N (-0.612, 2.576, -3.697)
N (0.410, 1.235, -2.027)
N (0.614, 2.419, 0.748)
N (-1.713, 1.968, -1.680)
N (1.730, 0.142, 1.865)
N (4.088, -1.013, -7.158)
C (-4.157, -0.858, -0.905)
C (2.428, 0.383, -6.063)
C (-2.820, 2.538, -2.119)
C (-5.047, -0.206, 0.125)
C (1.940, 1.290, 2.506)
C (-2.394, -3.277, 1.283)
C (1.919, 0.984, -4.925)
C (3.566, -0.421, -5.995)
C (2.729, -1.947, 0.971)
C (4.196, -0.605, -4.768)
C (2.548, 0.776, -3.703)
C (-0.662, -1.769, -3.891)
C (1.783, -2.893, -3.066)
C (2.747, -0.877, 2.054)
C (-0.618, -3.550, -1.741)
C (-4.149, 0.453, 1.153)
C (0.152, -3.559, 2.416)
C (0.896, 2.360, 2.194)
C (-1.736, 3.169, -4.096)
C (-0.649, 1.965, -2.506)
C (3.683, -0.019, -3.623)
C (-2.794, -0.562, -0.493)
C (-2.900, 3.165, -3.357)
C (-0.211, -3.990, -0.325)
C (-2.770, 0.169, 0.723)
H (2.257, -2.230, -3.797)
H (-1.677, -3.284, -1.776)
H (1.934, 0.527, -7.019)
H (-0.208, -4.586, 2.534)
H (-0.698, -2.670, -4.512)
H (-1.693, 3.662, -5.063)
H (5.073, -1.240, -4.705)
H (1.518, -3.833, -3.559)
H (-0.071, -2.994, 3.324)
H (-3.004, -3.106, 0.394)
H (-1.675, -1.476, -3.607)
H (1.412, 2.809, 0.257)
H (3.747, -0.442, 2.080)
H (-0.687, -4.941, -0.062)
H (4.622, -1.849, -6.981)
H (-3.674, 2.502, -1.448)
H (-3.810, 3.626, -3.711)
H (-2.437, -4.339, 1.546)
H (1.031, 1.605, -4.966)
H (-2.821, -2.686, 2.097)
H (2.498, -3.085, -2.260)
H (2.621, -1.397, 3.011)
H (1.257, 3.303, 2.600)
H (-0.032, 2.087, 2.697)
H (-0.205, -0.958, -4.464)
H (1.234, -3.574, 2.274)
H (-0.186, 3.008, 0.556)
H (4.133, -0.203, -2.655)
H (3.399, -1.170, -7.876)
H (0.871, -4.119, -0.262)
H (-0.456, -4.363, -2.456)

=====

(5)
Molecular formula: C25H31IrN8O4S
Method: DFT, wB97M-V/def2-TZVPD

Output
* total charge: +2
* HOMO-LUMO gap: 0.23706 hartree

Element x y z (Å)
Ir (0.025, -0.213, 0.277)
S (-2.868, 0.945, -0.320)
O (-4.093, 0.542, -0.937)
O (-1.976, 1.735, -1.127)
O (0.547, 1.755, -0.249)
O (1.846, 3.444, 0.384)
N (-2.004, -0.352, 0.238)
N (-0.043, 0.323, 2.201)
N (-0.319, 0.449, 4.341)
N (2.178, 3.094, -2.386)
N (2.114, 1.850, -4.334)
N (2.173, -0.120, 0.258)
N (0.165, 2.345, -3.191)
N (-0.192, -2.241, 0.321)
C (3.618, 3.005, -2.193)
C (-2.955, 3.240, 1.147)
C (4.145, 1.706, -1.566)
C (-2.495, -1.665, 0.204)
C (-0.180, -1.872, 3.516)
C (0.552, -4.505, 0.362)
C (4.046, 1.567, -0.035)
C (-3.160, 1.870, 1.160)
C (-3.656, 3.324, 3.447)
C (-0.175, -0.400, 3.314)
C (2.698, 1.232, 0.614)
C (-4.129, -3.450, 0.171)
C (-3.173, -4.423, 0.266)
C (-1.492, -2.673, 0.296)
C (1.626, 2.256, 0.264)
C (-0.299, 1.744, 3.891)
C (-1.814, -4.047, 0.320)
C (-3.862, 1.949, 3.445)
C (-3.810, -2.079, 0.138)
C (-3.616, 1.215, 2.296)
C (1.481, 2.439, -3.303)
C (0.789, -3.132, 0.338)
C (-0.745, -4.961, 0.367)
C (-0.137, 1.670, 2.553)
C (-3.206, 3.968, 2.302)
H (3.046, 2.151, -4.570)
H (-0.952, -6.024, 0.393)
H (4.762, 0.805, 0.282)
H (4.118, 3.193, -3.145)
H (2.448, -0.346, -0.695)
H (5.213, 1.691, -1.791)
H (1.806, -2.758, 0.338)
H (-0.424, 2.590, 4.542)
H (1.658, 3.596, -1.677)
H (-0.287, 2.476, -2.293)
H (2.810, 1.244, 1.700)
H (-0.391, 1.943, -3.926)
H (1.570, 1.482, -5.096)
H (2.621, -0.802, 0.864)
H (3.881, 3.842, -1.547)
H (-4.604, -1.356, 0.037)
H (-5.172, -3.731, 0.115)
H (-3.439, -5.471, 0.287)
H (-3.862, 3.897, 4.341)
H (-4.234, 1.455, 4.333)
H (0.624, -2.163, 4.193)
H (-3.787, 0.145, 2.282)
H (-1.126, -2.182, 3.960)
H (-2.603, 3.725, 0.247)
H (-3.062, 5.040, 2.303)
H (4.372, 2.508, 0.409)
H (-0.055, -2.404, 2.583)
H (-0.117, 2.460, 1.828)
H (1.392, -5.183, 0.381)
H (3.728, 0.840, -2.095)
H (-0.425, 0.159, 5.301)

=====

(6)
Molecular formula: C25H31N3O13P2SV
Method: DFT, wB97M-V/def2-TZVPD

Output
* expectation value of S²: 0.76
* total charge: 0
* HOMO-LUMO gap (alpha / beta): 0.25293 / 0.25142 hartree
* 2S+1: 2

Element x y z (Å)
V (-0.299, 0.100, 0.479)
S (2.743, -2.288, 2.366)
P (1.475, -0.339, -3.921)
P (2.442, -0.896, -1.249)
O (-1.922, 1.125, 1.148)
O (2.496, -1.350, -4.607)
O (1.300, 0.761, -5.056)
O (-0.488, 0.976, -1.029)
O (1.155, -0.907, -0.426)
O (3.914, 0.359, -2.960)
O (0.221, -0.923, -3.423)
O (-0.907, 1.873, -3.035)
O (-0.527, -0.948, 1.703)
O (2.830, -2.165, -1.923)
O (3.581, -0.322, -0.264)
O (-2.661, 2.850, -0.102)
O (-2.047, -1.239, -0.423)
N (2.076, -0.773, 2.204)
N (3.184, 0.215, 4.006)
N (0.812, 1.606, 1.492)
C (1.422, 3.936, 2.885)
C (-3.423, -1.974, -2.147)
C (1.959, 2.709, 3.246)
C (-0.794, -3.369, 1.827)
C (1.663, 1.549, 2.543)
C (-3.379, -0.724, -0.108)
C (-1.238, 1.158, -2.138)
C (4.827, -3.272, 5.681)
C (3.595, -2.196, 3.910)
C (-2.180, -1.134, -1.884)
C (2.518, 0.386, -2.591)
C (4.132, -3.338, 4.478)
C (-0.716, -1.893, 3.909)
C (-3.335, 0.662, -0.744)
C (-2.611, 1.664, 0.161)
C (3.728, -0.969, 4.552)
C (2.317, 0.235, 2.917)
C (-2.515, 0.368, -2.071)
C (-1.135, -2.020, 2.464)
C (0.318, 2.806, 1.137)
C (-4.295, -1.651, -0.904)
C (0.598, 3.986, 1.791)
C (2.184, 1.817, -2.200)
C (4.967, -2.051, 6.315)
C (4.413, -0.906, 5.754)
H (4.520, 0.052, 6.255)
H (2.618, 2.694, 4.090)
H (1.325, 1.870, -1.539)
H (-3.074, 0.566, -2.977)
H (-0.902, -0.882, 4.277)
H (0.497, 1.271, -4.872)
H (-0.202, -3.979, 2.510)
H (3.288, 1.017, 4.582)
H (-0.212, -3.217, 0.920)
H (5.251, -4.170, 6.113)
H (2.690, -2.025, -3.907)
H (1.661, 4.827, 3.451)
H (4.013, -4.289, 3.966)
H (-3.151, -3.027, -2.180)
H (-0.340, 2.843, 0.286)
H (0.151, 4.904, 1.438)
H (-1.699, -3.912, 1.558)
H (-3.896, -1.711, -3.092)
H (-5.228, -1.149, -1.160)
H (-4.535, -2.548, -0.336)
H (0.340, -2.134, 4.030)
H (1.978, 2.430, -3.078)
H (4.026, -0.162, -3.764)
H (-4.317, 1.066, -0.969)
H (-1.267, -1.460, -2.371)
H (-2.206, -1.846, 2.411)
H (-3.531, -0.721, 0.963)
H (-1.306, -2.595, 4.502)
H (3.053, 2.226, -1.686)
H (5.509, -1.977, 7.250)
H (4.401, -0.259, -0.780)

=====

It is found that the energy values, taken in the order of the records, are -1737.70557, -3384.59174, -2574.97585, -3899.05531, -2212.41179, -4138.90287 hartree.
It is found that the F_max values, taken in the order of the records, are 0.3748, 0.0170, 0.0279, 0.0176, 0.0179, 0.0643 Eh/bohr.
It is found that the ΔE to the lowest compared entry with this formula, charge and spin values, taken in the order of the records, are 1847.1, 25.1, 89.9, 0.0, 30.6, 76.9 kJ/mol.